*w*
{
  "formula": "C5H12NO",
  "method": "wB97M-V/def2-TZVPD",
  "lumo_ev": -3.64,
  "smiles": "CO[N@@+]1(C)C[C@H]1C",
  "charge": 1,
  "gap_ev": 11.99,
  "homo_ha": -0.57461,
  "species": ["C", "O", "N", "C", "C", "C", "C", "H", "H", "H", "H", "H", "H", "H", "H", "H", "H", "H", "H"],
  "coordinates": [[-0.1339, 1.0403, 1.9836], [-0.5509, 1.0369, 0.6642], [0.2946, 0.1122, -0.2620], [1.3420, 1.0152, -0.8360], [0.6318, -1.2529, 0.0234], [-0.3667, -0.9216, -1.0591], [-1.8862, -1.0761, -0.8948], [-0.4247, 0.1919, 2.5880], [-0.6469, 1.8603, 2.4516], [0.8929, 1.3400, 2.0246], [2.3242, 0.4797, -0.8772], [1.0764, 1.3881, -1.8230], [1.5074, 1.9420, -0.2073], [0.3539, -1.8065, 0.8009], [1.6096, -1.5849, -0.2683], [-0.0896, -1.0371, -2.0704], [-2.2777, -0.2265, -1.4596], [-2.4090, -0.9704, 0.0164], [-2.1542, -1.9325, -1.3550]]
}

---

*x*
{
  "formula": "C5H12NO",
  "method": "wB97M-V/def2-TZVPD",
  "lumo_ev": -3.66,
  "smiles": "CC(C)[C@@H]([NH3+])C=O",
  "charge": 1,
  "gap_ev": 11.22,
  "homo_ha": -0.54688,
  "species": ["C", "C", "C", "C", "N", "C", "O", "H", "H", "H", "H", "H", "H", "H", "H", "H", "H", "H", "H"],
  "coordinates": [[-0.1525, -1.5181, 1.2374], [0.3404, -0.2082, 0.6595], [-0.5810, 0.9470, 1.2318], [0.5211, -0.2200, -0.8946], [-0.7975, 0.0523, -1.5456], [1.4550, 0.9062, -1.2718], [1.0301, 1.8638, -1.8765], [-0.2026, -1.6508, 2.3310], [-1.2027, -1.8633, 1.1112], [0.4478, -2.3755, 0.9223], [1.3158, 0.0974, 1.0680], [-0.2552, 1.9496, 0.9337], [-1.6226, 0.9717, 0.8633], [-0.4367, 0.9813, 2.3032], [0.9605, -1.1817, -1.1762], [-0.6610, -0.0387, -2.5692], [-1.1130, 1.0070, -1.0422], [-1.5621, -0.5520, -1.2350], [2.5160, 0.8320, -1.0504]]
}

---

Stability ranking, top entry: *x*; the second entry is 69.0 kcal/mol less favorable.

---

*w*
{
  "formula": "H2O4S3",
  "method": "wB97M-V/def2-TZVPD",
  "lumo_ev": -0.06,
  "gap_ev": 9.14,
  "homo_ha": -0.33802,
  "species": ["O", "O", "O", "O", "S", "S", "S", "H", "H"],
  "coordinates": [[-0.9647, -0.7409, 0.2297], [-0.5167, 1.4154, 1.3758], [1.1314, -1.8583, -0.1149], [0.7293, 0.7911, -0.6144], [-0.1955, -1.8467, -0.7360], [0.3005, 2.3488, -1.1113], [0.1724, 0.2766, 0.9142], [-0.8243, -3.0416, -0.0342], [0.1676, 2.6556, 0.0911]]
}

---

*x*
{
  "formula": "H2O4S3",
  "method": "wB97M-V/def2-TZVPD",
  "lumo_ev": -0.92,
  "gap_ev": 7.95,
  "homo_ha": -0.32596,
  "species": ["O", "O", "O", "O", "S", "S", "S", "H", "H"],
  "coordinates": [[1.7223, 0.1060, 2.6775], [1.2691, -1.6525, 0.9922], [-1.1092, 0.5286, -2.6752], [-1.6772, 0.3573, -0.2701], [-2.1273, 1.2015, -1.5893], [-0.5328, 0.7913, 0.9371], [0.6310, -0.6891, 2.1806], [-0.4322, 0.9368, -3.1685], [2.2562, -1.5799, 0.9157]]
}

---

Stability ranking, top entry: *x*; the second entry is 9.2 kcal/mol less favorable.

---

*w*
{
  "formula": "C6H11ClO",
  "method": "wB97M-V/def2-TZVPD",
  "lumo_ev": 0.68,
  "smiles": "C/C(Cl)=C(/C)[C@@H](C)O",
  "gap_ev": 9.96,
  "homo_ha": -0.34088,
  "species": ["C", "C", "Cl", "C", "C", "C", "C", "O", "H", "H", "H", "H", "H", "H", "H", "H", "H", "H", "H"],
  "coordinates": [[-1.0795, 1.8372, -0.3540], [-0.8190, 0.3606, 0.0048], [-2.4220, -0.3993, 0.1071], [0.2970, -0.3273, -0.1593], [0.2815, -1.8494, 0.1288], [1.5486, 0.4284, -0.2198], [2.0912, 0.5940, 1.2556], [2.4738, -0.1870, -1.0931], [-1.8658, 2.3933, 0.4335], [-1.5901, 1.8498, -1.4150], [-0.1379, 2.3967, -0.2063], [0.5780, -2.3165, -0.8265], [-0.7687, -2.1655, 0.3967], [0.9786, -1.9229, 0.9467], [1.2709, 1.5533, -0.5673], [3.3326, 0.6029, 1.4951], [1.8217, -0.4084, 1.7910], [1.6231, 1.3870, 1.8313], [2.2224, -1.3461, -0.8921]]
}

---

*x*
{
  "formula": "C6H11ClO",
  "method": "wB97M-V/def2-TZVPD",
  "lumo_ev": 0.66,
  "gap_ev": 9.63,
  "homo_ha": -0.32979,
  "species": ["C", "C", "C", "C", "C", "C", "O", "Cl", "H", "H", "H", "H", "H", "H", "H", "H", "H", "H", "H"],
  "coordinates": [[1.1643, 2.0949, 0.0951], [0.6259, 1.3698, -0.8700], [-1.1573, -1.9843, -0.0364], [-0.7803, 0.8906, -0.7687], [1.4590, 0.6683, -2.0446], [-1.0050, -1.7677, 2.4126], [-1.5829, -1.5606, 1.0754], [0.3915, -2.9166, 0.0830], [2.2176, 2.1717, 0.1080], [0.4526, 2.4071, 0.8074], [-1.3244, 1.2919, -1.5814], [-1.2815, 1.2224, 0.1991], [-0.9040, -0.1737, -0.9392], [1.3913, -0.4388, -1.8267], [2.4630, 1.0332, -2.0414], [0.8193, 0.8738, -2.8053], [0.0079, -1.4924, 2.4575], [-1.3137, -2.7230, 2.6765], [-1.6432, -0.9664, 2.9990]]
}

---

Stability ranking, top entry: *w*; the second entry is 22.2 kcal/mol less favorable.

---

*w*
{
  "formula": "C4H10O3",
  "method": "wB97M-V/def2-TZVPD",
  "lumo_ev": 0.39,
  "gap_ev": 7.79,
  "homo_ha": -0.27209,
  "species": ["C", "O", "C", "C", "O", "C", "O", "H", "H", "H", "H", "H", "H", "H", "H", "H", "H"],
  "coordinates": [[-1.2580, -1.0150, -0.2192], [-0.6230, 0.1923, -0.6831], [0.1975, 0.1385, -2.0738], [0.1644, 0.9495, 0.2845], [-0.5923, 1.1625, 1.4274], [1.4414, 0.2389, 0.6902], [1.2004, -0.8986, 1.4874], [-1.8091, -0.7906, 0.6965], [-0.5074, -1.7844, -0.0337], [-1.9372, -1.3048, -1.0207], [0.5747, -0.9022, -2.0053], [-0.6745, 0.0725, -2.7485], [0.3898, 1.8540, -0.2841], [-1.2971, 1.7923, 1.2275], [2.0714, 0.9757, 1.2109], [1.9544, -0.0808, -0.2179], [0.7046, -0.5997, 2.2620]]
}

---

*x*
{
  "formula": "C4H10O3",
  "method": "wB97M-V/def2-TZVPD",
  "lumo_ev": 0.78,
  "smiles": "COCC(=O)CO.[H][H]",
  "gap_ev": 11.10,
  "homo_ha": -0.37950,
  "species": ["C", "O", "C", "C", "O", "C", "O", "H", "H", "H", "H", "H", "H", "H", "H", "H", "H"],
  "coordinates": [[-2.6217, -0.0212, 0.3359], [-1.3551, -0.6332, 0.2896], [-0.3226, 0.2720, 0.5137], [1.0135, -0.3885, 0.2423], [1.1317, -1.5716, 0.0143], [2.2478, 0.5023, 0.2526], [3.3930, -0.2384, -0.0283], [-3.3620, -0.8079, 0.1794], [-2.7297, 0.7383, -0.4546], [-2.8032, 0.4570, 1.3102], [-0.4073, 1.1636, -0.1341], [-0.3228, 0.6403, 1.5564], [2.3225, 0.9899, 1.2382], [2.1030, 1.3055, -0.4878], [3.0821, -1.1507, -0.1650], [-0.6263, -0.4317, -2.6424], [-0.7429, -0.8258, -2.0204]]
}

---

Stability ranking, top entry: *x*; the second entry is 60.3 kcal/mol less favorable.